#1
Here is a cluster of 2 separate species, CH3NO2S in total from OMol25. Energies are from ωB97M-V/def2-TZVPD.

```
8
Properties=species:S:1:pos:R:3:lowdin_charge:R:1
C 1.45 -0.01 0.01 -0.43
N 1.83 1.12 0.13 0.24
O 0.89 -1.00 -0.06 0.13
O -1.77 -1.00 0.01 -0.36
S -2.09 0.89 -0.01 0.29
H 2.12 1.98 -0.16 0.06
H -1.20 -0.88 -0.73 -0.01
H -1.23 -1.09 0.81 0.06
```

Values from the calculation:
charge	0
LUMO energy	-0.0416	eV
spin multiplicity	1

=====

#2
Here is a cluster of 2 separate species, CH3NO2S in total from OMol25. Energies are from ωB97M-V/def2-TZVPD.

```
8
Properties=species:S:1:pos:R:3:lowdin_charge:R:1
C -0.70 -1.28 0.85 -0.53
N 0.87 2.14 -1.76 -0.18
O 0.28 1.77 -0.79 -0.01
O 1.95 1.90 -2.17 0.11
S 0.16 0.22 1.57 0.50
H -1.82 -1.10 0.93 0.02
H -0.49 -2.13 1.57 0.03
H -0.25 -1.50 -0.21 0.05
```

Values from the calculation:
charge	0
LUMO energy (spin up / spin down)	-1.8678 / -1.5890	eV
spin multiplicity	1

=====

Which of them is the least stable? Correct choice: #2.

=====

#1
Here is a cluster of 2 separate species, C5H14N3 in total from OMol25. Energies are from ωB97M-V/def2-TZVPD.

```
22
Properties=species:S:1:pos:R:3:lowdin_charge:R:1
N -1.32 1.08 -1.90 -0.01
C -0.27 2.12 -1.70 -0.28
C 0.76 1.83 0.59 -0.06
C -0.12 2.43 -0.23 -0.17
H -1.20 0.65 -2.78 0.05
H -2.26 1.47 -1.91 0.07
H -0.62 3.04 -2.24 0.12
H 0.68 1.79 -2.16 0.12
H 0.64 1.93 1.68 0.06
H 1.66 1.37 0.15 0.07
H -0.91 3.14 0.21 0.13
C -0.71 -2.11 -0.42 -0.03
N 1.46 -1.72 2.56 0.17
C 0.59 -2.12 1.58 -0.13
N 0.10 -1.44 0.61 0.03
H -1.80 -1.82 -0.24 0.12
H -0.47 -3.18 -0.36 0.09
H -0.42 -1.74 -1.44 0.10
H 1.66 -0.73 2.78 0.14
H 2.01 -2.41 3.03 0.11
H 0.46 -3.18 1.59 0.15
H 0.09 -0.40 0.62 0.13
```

Values from the calculation:
charge	+1
LUMO energy	-3.3120	eV
spin multiplicity	1

=====

#2
Here is a cluster of 2 separate species, C5H14N3 in total from OMol25. Energies are from ωB97M-V/def2-TZVPD.

```
22
Properties=species:S:1:pos:R:3:lowdin_charge:R:1
C -3.00 1.38 0.81 -0.13
N -2.55 0.28 -0.03 -0.12
C -1.21 -0.18 0.28 -0.36
N -1.07 -1.59 -0.10 0.05
H -4.00 1.67 0.53 0.08
H -2.99 1.14 1.87 0.07
H -2.35 2.24 0.64 0.08
H -3.13 -0.54 0.03 0.10
H -0.98 -0.05 1.35 0.11
H -0.51 0.44 -0.29 0.07
H -0.51 -1.70 -0.93 0.06
H -0.62 -2.13 0.62 0.07
C 2.12 -0.37 0.22 -0.18
C 1.69 0.66 0.98 0.23
C 3.02 -0.10 -0.99 -0.10
N 1.73 -0.26 -1.39 0.17
H 2.02 -1.39 0.54 0.15
H 1.66 0.60 2.07 0.13
H 1.62 1.67 0.59 0.12
H 3.52 0.85 -1.08 0.14
H 3.71 -0.91 -1.21 0.15
H 1.26 0.66 -1.38 0.11
```

Values from the calculation:
charge	+1
LUMO energy	-7.1129	eV
spin multiplicity	1

=====

#3
Here is the ion C5H14N3 with charge +1 from OMol25. Energies are from ωB97M-V/def2-TZVPD.

```
22
Properties=species:S:1:pos:R:3:lowdin_charge:R:1
C 2.24 -0.74 -0.32 -0.11
C 1.55 0.58 -0.45 -0.45
N 0.82 0.79 -1.72 0.05
C 0.63 0.78 0.76 -0.14
C -0.77 0.44 0.54 -0.32
N -1.65 1.49 0.71 0.14
C -1.03 -0.87 0.16 -0.12
N -2.31 -1.42 0.39 0.14
H 3.40 -0.37 -0.19 0.13
H 2.14 -1.18 0.76 0.10
H 2.06 -1.46 -1.17 0.09
H 2.42 1.29 -0.45 0.14
H 1.17 0.49 -2.59 0.06
H 0.00 0.24 -1.82 0.03
H 0.75 1.77 1.14 0.11
H 0.98 0.32 1.76 0.16
H -1.51 2.44 0.33 0.15
H -2.63 1.36 0.71 0.07
H -0.12 -1.45 0.02 0.12
H -2.27 -2.10 1.21 0.21
H -2.73 -1.69 -0.52 0.18
H -3.14 -0.70 0.74 0.25
```

Values from the calculation:
charge	+1
LUMO energy	-4.0911	eV
SMILES	C[C@@H](N)C/C(N)=C/[NH3+]
spin multiplicity	1

=====

#4
Here is a cluster of 2 separate species, C5H14N3 in total from OMol25. Energies are from ωB97M-V/def2-TZVPD.

```
22
Properties=species:S:1:pos:R:3:lowdin_charge:R:1
C -0.09 -1.38 -1.44 0.05
C -0.11 2.16 -1.29 -0.05
C -1.44 0.20 0.87 -0.06
C 0.46 -0.54 2.20 -0.04
C 0.80 0.08 -0.21 -0.23
N 0.51 -2.48 -1.15 0.09
N 0.89 1.09 -1.08 -0.01
N 0.03 0.11 0.95 -0.21
H -0.68 -1.46 -2.31 0.07
H -0.88 1.93 -2.09 0.11
H -0.72 2.32 -0.48 0.04
H 0.16 3.20 -1.58 0.11
H -1.68 0.11 -0.12 0.03
H -1.84 -0.72 1.29 0.09
H -1.91 1.07 1.46 0.13
H 1.51 -0.78 2.08 0.07
H 0.24 0.23 3.04 0.14
H -0.03 -1.55 2.28 0.10
H 1.76 -0.58 -0.19 0.17
H 0.63 -3.24 -1.88 0.16
H 1.49 1.00 -1.86 0.14
H 1.23 -2.54 -0.41 0.12
```

Values from the calculation:
charge	+1
LUMO energy	-3.5581	eV
spin multiplicity	1

=====

Which of them is the least stable? Correct choice: #2.

=====

#1
Here is the ion C5H14N3 with charge +1 from OMol25. Energies are from ωB97M-V/def2-TZVPD.

```
22
Properties=species:S:1:pos:R:3:lowdin_charge:R:1
C 2.08 1.10 1.68 0.05
N 1.23 -0.02 1.00 0.05
C 0.16 0.05 0.17 -0.27
N -0.57 1.28 -0.02 0.01
C -0.95 2.02 -1.18 -0.10
N -0.29 -1.01 -0.51 -0.16
C 0.49 -2.18 -0.36 -0.03
C -1.64 -1.25 -0.74 -0.07
H 1.85 1.91 1.10 0.06
H 1.62 1.08 2.65 0.09
H 3.07 0.69 1.74 0.09
H 1.40 -0.96 1.50 0.17
H -0.70 1.79 0.88 0.16
H -0.71 3.07 -0.95 0.09
H -2.00 2.10 -1.35 0.07
H -0.44 1.89 -2.17 0.12
H 0.29 -2.48 0.69 0.12
H -0.02 -2.94 -1.01 0.13
H 1.47 -1.97 -0.69 0.10
H -1.95 -1.88 -1.58 0.11
H -2.08 -1.84 0.10 0.13
H -2.32 -0.45 -0.93 0.08
```

Values from the calculation:
charge	+1
LUMO energy	-2.8066	eV
SMILES	CN/C(=[NH+]/C)N(C)C
spin multiplicity	1

=====

#2
Here is the ion C5H14N3 with charge +1 from OMol25. Energies are from ωB97M-V/def2-TZVPD.

```
22
Properties=species:S:1:pos:R:3:lowdin_charge:R:1
C 1.31 0.79 1.76 -0.02
C 0.53 1.30 0.57 -0.36
N 1.22 2.51 0.02 0.21
C 0.35 0.28 -0.55 -0.17
C -0.05 -1.14 -0.16 -0.26
N -0.42 -1.83 -1.38 0.01
C -1.60 -2.26 -1.53 -0.28
N -2.67 -2.25 -0.68 0.11
H 0.77 -0.06 2.15 0.09
H 1.31 1.55 2.53 0.09
H 2.30 0.43 1.45 0.11
H -0.49 1.60 0.83 0.16
H 0.77 3.00 -0.76 0.18
H 1.37 3.21 0.75 0.17
H 2.17 2.23 -0.27 0.17
H -0.30 0.60 -1.38 0.13
H 1.28 0.21 -1.16 0.13
H -0.83 -1.12 0.63 0.10
H 0.81 -1.60 0.34 0.12
H -1.80 -2.73 -2.48 0.12
H -2.61 -1.85 0.23 0.08
H -3.43 -2.87 -0.90 0.10
```

Values from the calculation:
charge	+1
LUMO energy	-3.5430	eV
SMILES	C[C@@H]([NH3+])CC/N=C\N
spin multiplicity	1

=====

#3
Here is a structure of composition C5H14N3 from OMol25. Energies are from ωB97M-V/def2-TZVPD.

```
22
Properties=species:S:1:pos:R:3:lowdin_charge:R:1
C 2.05 1.41 1.45 -0.12
C 1.39 1.26 0.10 -0.25
C 1.34 -0.17 -0.50 -0.12
C -0.06 -0.67 -0.62 -0.25
C -0.58 -1.00 -1.87 0.02
N -1.84 -1.42 -2.02 0.20
N -0.79 -0.82 0.51 0.18
N -1.20 0.95 2.22 0.05
H 2.00 2.45 1.82 0.09
H 1.46 0.97 2.26 0.06
H 3.08 1.03 1.45 0.08
H 1.84 1.97 -0.60 0.11
H 1.84 -0.30 -1.46 0.12
H 1.97 -0.74 0.19 0.13
H 0.03 -1.07 -2.77 0.16
H -2.43 -1.05 -1.27 0.13
H -2.33 -1.23 -2.89 0.15
H -1.38 -1.65 0.40 0.12
H -1.15 0.01 1.24 -0.01
H -1.45 0.40 3.04 0.02
H 0.37 1.64 0.20 0.09
H -1.85 1.73 2.20 0.02
```

Values from the calculation:
charge	+1
LUMO energy	-7.5069	eV
spin multiplicity	1

=====

Which of them is the least stable? Correct choice: #3.

=====

#1
Here is the ion C5H14N3 with charge +1 from OMol25. Energies are from ωB97M-V/def2-TZVPD.

```
22
Properties=species:S:1:pos:R:3:lowdin_charge:R:1
C -1.85 1.07 0.60 -0.05
C -0.74 0.30 1.33 -0.46
N -1.19 -0.03 2.69 0.04
C -0.19 -0.95 0.61 -0.11
C 0.41 -0.59 -0.75 -0.32
N -0.34 -0.82 -1.84 0.16
C 1.56 0.11 -0.67 -0.09
N 2.34 0.76 -1.73 0.21
H -1.51 1.33 -0.40 0.06
H -2.79 0.53 0.48 0.08
H -2.04 1.91 1.26 0.09
H 0.08 1.01 1.43 0.12
H -0.48 -0.61 3.12 0.07
H -2.02 -0.63 2.67 0.09
H -0.92 -1.77 0.59 0.13
H 0.61 -1.35 1.24 0.12
H -1.11 -1.45 -1.82 0.11
H -0.19 -0.43 -2.75 0.11
H 2.04 0.19 0.29 0.13
H 3.35 0.63 -1.67 0.18
H 2.26 1.77 -1.59 0.17
H 1.96 0.52 -2.63 0.16
```

Values from the calculation:
charge	+1
LUMO energy	-3.7441	eV
SMILES	C[C@@H](N)C/C(N)=C/[NH3+]
spin multiplicity	1

=====

#2
Here is the ion C5H14N3 with charge +1 from OMol25. Energies are from ωB97M-V/def2-TZVPD.

```
22
Properties=species:S:1:pos:R:3:lowdin_charge:R:1
C 2.61 -1.29 0.01 -0.01
C 1.24 -0.50 -0.42 -0.32
N 0.39 -1.51 -1.19 0.17
C 0.46 0.01 0.70 -0.19
C -0.86 0.64 0.32 -0.32
N -1.66 -0.06 -0.67 0.06
C -1.22 1.77 0.98 -0.11
N -2.35 2.57 0.70 0.09
H 2.26 -2.18 0.71 0.13
H 3.13 -0.74 0.80 0.08
H 3.15 -1.46 -0.85 0.04
H 1.56 0.36 -1.23 0.21
H -0.14 -1.10 -1.90 0.11
H 1.08 -2.20 -1.60 0.18
H -0.30 -1.96 -0.54 0.18
H 0.33 -0.77 1.47 0.14
H 0.94 0.84 1.28 0.14
H -2.52 -0.35 -0.29 0.08
H -1.78 0.63 -1.41 0.11
H -0.47 2.26 1.55 0.11
H -2.75 2.93 1.45 0.02
H -3.12 2.09 0.15 0.12
```

Values from the calculation:
charge	+1
LUMO energy	-2.9995	eV
SMILES	C[C@@H]([NH3+])C/C(N)=C/N
spin multiplicity	1

=====

Which of them is the least stable? Correct choice: #2.